Model i:
Molecular formula: C4H10N2
Method: DFT, ωB97M-V/def2-TZVPD

Calculated values
**HOMO level**: -7.80 eV
**Gap between HOMO and LUMO**: 5.3 eV
**LUMO**: -0.091 Eh

The geometry in ORCA input format:
```
! wB97M-V def2-TZVPD RIJCOSX def2/J DEFGRID3
* xyz 0 1
C 1.583 -1.322 0.063
C 0.066 -1.350 0.125
C -0.638 0.001 0.429
C -0.318 1.289 -0.541
N 1.000 1.566 -0.700
N -1.951 -0.222 0.602
H 1.947 -0.549 -0.609
H 2.030 -2.296 -0.135
H 1.911 -0.997 1.056
H -0.232 -2.000 0.944
H -0.490 -1.724 -0.737
H -0.883 1.110 -1.461
H 1.088 2.581 -0.712
H -0.813 2.151 -0.053
H -2.476 0.652 0.720
H -0.295 0.356 1.425
*
```

***

Model ii:
Molecular formula: C4H10N2
Method: DFT, ωB97M-V/def2-TZVPD

Calculated values
**HOMO level**: -9.29 eV
**Gap between HOMO and LUMO**: 10.2 eV
**Structure (SMILES)**: [H]/N=C/N.C=CC
**LUMO**: 0.034 Eh

The geometry in ORCA input format:
```
! wB97M-V def2-TZVPD RIJCOSX def2/J DEFGRID3
* xyz 0 1
H 2.371 1.647 0.133
N 1.895 0.766 0.292
C 2.601 -0.170 -0.187
N 2.256 -1.494 -0.088
H 3.561 -0.049 -0.697
H 1.274 -1.712 -0.067
H 2.924 -2.143 -0.465
C -2.132 -0.002 -1.171
C -1.429 0.425 -0.123
C -1.915 0.625 1.279
H -1.705 -0.088 -2.164
H -3.164 -0.354 -1.140
H -0.405 0.549 -0.459
H -2.869 0.106 1.370
H -2.034 1.689 1.476
H -1.230 0.204 2.011
*
```

***

The computed energies, referenced to the most stable structure and given in kcal/mol, are model i 113.7; model ii 0.0.

***

Model i:
Molecular formula: C4H10N2
Method: DFT, ωB97M-V/def2-TZVPD

Calculated values
**HOMO level**: -9.29 eV
**Gap between HOMO and LUMO**: 10.4 eV
**Structure (SMILES)**: C=NCNCC
**LUMO**: 0.043 Eh

The geometry in ORCA input format:
```
! wB97M-V def2-TZVPD RIJCOSX def2/J DEFGRID3
* xyz 0 1
C -2.446 -0.709 -1.881
N -1.946 -0.366 -0.789
C -0.442 -0.116 -0.562
N -0.334 -0.269 0.852
C 1.191 -0.209 1.070
C 1.671 1.233 1.131
H -1.865 -1.012 -2.764
H -3.526 -0.751 -1.973
H 0.127 -0.830 -1.195
H -0.261 0.924 -0.849
H -0.670 -1.193 1.111
H 1.799 -0.787 0.354
H 1.325 -0.687 2.042
H 2.671 1.272 1.560
H 1.703 1.678 0.139
H 1.004 1.821 1.755
*
```

***

Model ii:
Molecular formula: C4H10N2
Method: DFT, ωB97M-V/def2-TZVPD

Calculated values
**HOMO level (alpha / beta)**: -8.75 / -8.66 eV
**Gap between HOMO and LUMO (alpha / beta)**: 8.1 / 8.7 eV
**LUMO (alpha / beta)**: -0.022 / 0.003 Eh

The geometry in ORCA input format:
```
! wB97M-V def2-TZVPD RIJCOSX def2/J DEFGRID3
* xyz 0 1
C 1.978 0.174 -0.097
C 0.698 0.067 0.721
N 0.072 -1.178 0.846
H 0.268 -1.714 -0.004
H 0.824 0.545 1.695
H 2.280 1.217 -0.224
H 1.853 -0.276 -1.084
H 2.787 -0.348 0.416
C -1.980 -0.618 -0.024
C -0.595 0.700 -0.011
N -0.592 1.150 -1.237
H 0.340 1.438 -1.533
H -1.170 1.121 0.809
H -1.779 -1.439 -0.700
H -2.351 -0.941 0.940
H -2.634 0.103 -0.510
*
```

***

The computed energies, referenced to the most stable structure and given in kcal/mol, are model i 0.0; model ii 83.8.

***

Model i:
Molecular formula: C4H9O2
Method: DFT, ωB97M-V/def2-TZVPD

Calculated values
**HOMO level**: -3.78 eV
**Gap between HOMO and LUMO**: 7.4 eV
**LUMO**: 0.135 Eh

The geometry in ORCA input format:
```
! wB97M-V def2-TZVPD RIJCOSX def2/J DEFGRID3
* xyz -1 1
C -2.530 -1.231 0.343
C -1.858 -2.120 1.383
H -3.398 -1.759 -0.066
H -2.977 -0.315 0.732
H -1.855 -0.947 -0.471
H -2.446 -2.082 2.294
H -0.856 -1.773 1.661
H -1.689 -3.132 1.034
C 1.163 -0.210 0.134
C 1.316 1.148 -0.589
O 2.263 1.877 -0.212
O 0.458 1.360 -1.473
H 0.122 -0.492 0.259
H 1.474 -0.100 1.183
H 1.838 -1.015 -0.171
*
```

***

Model ii:
Molecular formula: C4H9O2
Method: DFT, ωB97M-V/def2-TZVPD

Calculated values
**HOMO level**: -3.85 eV
**Gap between HOMO and LUMO**: 7.8 eV
**LUMO**: 0.144 Eh

The geometry in ORCA input format:
```
! wB97M-V def2-TZVPD RIJCOSX def2/J DEFGRID3
* xyz -1 1
C 0.156 1.807 0.752
C -1.322 1.427 0.751
H 0.526 1.898 -0.273
H 0.354 2.701 1.327
H 0.749 0.987 1.158
H -1.662 1.260 1.765
H -1.444 0.501 0.184
H -1.953 2.193 0.301
C 1.276 -1.619 -0.764
C -0.189 -2.097 -0.939
O -0.469 -3.215 -0.440
O -0.922 -1.339 -1.625
H 1.786 -2.222 0.001
H 1.272 -0.550 -0.514
H 1.843 -1.733 -1.685
*
```

***

The computed energies, referenced to the most stable structure and given in kcal/mol, are model i 6.7; model ii 0.0.

***

Model i:
Molecular formula: C4H9O2
Method: DFT, ωB97M-V/def2-TZVPD

Calculated values
**HOMO level**: -2.40 eV
**Gap between HOMO and LUMO**: 6.4 eV
**Structure (SMILES)**: [O-]CCCCO
**LUMO**: 0.147 Eh

The geometry in ORCA input format:
```
! wB97M-V def2-TZVPD RIJCOSX def2/J DEFGRID3
* xyz -1 1
O 0.119 2.226 -0.777
C 0.698 1.923 0.377
C 0.529 0.385 0.832
C 0.223 -0.483 -0.382
C -0.858 -1.586 -0.156
O -1.661 -1.798 -1.299
H 0.278 2.494 1.248
H 1.802 2.119 0.439
H -0.331 0.387 1.507
H 1.470 0.134 1.311
H 1.135 -0.926 -0.764
H -0.275 0.212 -1.083
H -0.427 -2.550 0.135
H -1.486 -1.207 0.639
H -1.216 -1.329 -2.026
*
```

***

Model ii:
Molecular formula: C4H9O2
Method: DFT, ωB97M-V/def2-TZVPD

Calculated values
**HOMO level**: -3.97 eV
**Gap between HOMO and LUMO**: 8.1 eV
**LUMO**: 0.151 Eh

The geometry in ORCA input format:
```
! wB97M-V def2-TZVPD RIJCOSX def2/J DEFGRID3
* xyz -1 1
C 0.039 1.697 0.190
C -1.326 1.852 0.935
H 0.828 2.122 0.826
H 0.197 0.611 0.007
H -0.065 2.312 -0.708
H -1.086 1.858 1.982
H -1.998 1.029 0.652
H -1.740 2.870 0.775
C 1.056 -2.237 -0.101
C 0.240 -1.773 -1.385
O 0.023 -2.684 -2.213
O -0.033 -0.549 -1.380
H 2.088 -2.371 -0.427
H 0.630 -3.219 0.178
H 1.147 -1.519 0.669
*
```

***

Model iii:
Molecular formula: C4H9O2
Method: DFT, ωB97M-V/def2-TZVPD

Calculated values
**HOMO level**: -2.81 eV
**Gap between HOMO and LUMO**: 7.2 eV
**Structure (SMILES)**: [O-]CCCCO
**LUMO**: 0.161 Eh

The geometry in ORCA input format:
```
! wB97M-V def2-TZVPD RIJCOSX def2/J DEFGRID3
* xyz -1 1
O -1.373 1.343 0.175
C -1.318 0.405 1.122
C -0.380 -0.744 0.713
C 0.924 -0.177 0.170
C 1.007 -0.184 -1.349
O 0.600 1.087 -1.848
H -0.912 0.771 2.121
H -2.266 -0.087 1.473
H -0.359 -1.606 1.377
H -0.889 -1.180 -0.166
H 0.916 0.894 0.415
H 1.844 -0.596 0.591
H 2.028 -0.355 -1.712
H 0.334 -0.917 -1.812
H -0.154 1.347 -1.268
*
```

***

The computed energies, referenced to the most stable structure and given in kcal/mol, are model i 45.3; model ii 0.0; model iii 33.3.